ORCA calculation (ωB97M-V/def2-TZVPD) on C27H40Br2Cl2N2O8P3S2 as an isolated structure in a non-equilibrium geometry.

For the HOMO energy, the calculation gives -2.09 eV. The multiplicity is 1. As for the gap between HOMO and LUMO: 1.81 eV. Its charge is -1.

Element x y z (Å)
1 C -1.3726 -1.5703 4.0116
2 C -0.1748 -1.1519 3.6624
3 C 1.2267 -0.5803 3.1559
4 C 1.6398 -1.0772 1.6385
5 C 1.9411 -2.6547 1.5033
6 Br 0.2277 -3.5720 0.9090
7 C 2.4783 -3.5242 2.7079
8 C 3.5608 -2.9578 3.7331
9 Br 1.0484 -4.4141 3.8518
10 O 0.4129 -0.9274 0.8897
11 C 0.0099 0.3048 0.3755
12 Cl -1.1841 1.2352 1.5053
13 C -1.0453 -0.1238 -0.8284
14 C -2.0797 -1.2861 -0.3817
15 C -3.4614 -1.0132 -1.2383
16 P -4.7753 -0.0571 -0.2773
17 O -5.8708 0.3555 -1.3233
18 O -5.5647 -1.1248 0.8181
19 C -4.8994 -1.1674 2.1183
20 C -4.5733 -2.7516 2.3996
21 O -4.2190 1.4051 0.4331
22 C -5.3658 2.3346 0.4185
23 C -5.1498 3.5783 1.4735
24 C 1.1902 1.3503 -0.1773
25 Cl 1.1008 2.6930 1.1455
26 C 0.7441 2.0733 -1.5231
27 C 1.5700 3.2590 -2.1693
28 C 2.4113 4.3942 -1.4831
29 C 3.1925 5.5619 -2.2337
30 C 3.1803 5.6545 -3.8047
31 C 2.3214 4.5541 -4.5490
32 C 1.5250 3.3953 -3.7742
33 C 0.6948 2.4311 -4.7618
34 N 2.5245 0.6429 -0.1823
35 C 3.6976 1.6078 -0.2487
36 C 4.7807 2.3729 -0.3277
37 P 2.7698 -0.4163 -1.6518
38 N 1.7944 -1.6787 -1.6985
39 C 2.8305 -0.1135 1.1281
40 P 4.5969 -0.8552 1.1573
41 S 5.6633 0.0227 2.5792
42 H -2.3220 -1.9834 4.4963
43 H 1.0751 0.5748 3.0388
44 H 2.0676 -0.6820 3.9244
45 H 2.6350 -2.8310 0.5798
46 H 2.9848 -4.4625 2.2215
47 H 3.8410 -1.8533 3.6782
48 H 3.2028 -3.1572 4.8257
49 H 4.5597 -3.5579 3.6416
50 H -0.5047 -0.4565 -1.7861
51 H -1.6930 0.7982 -1.1268
52 H -1.6619 -2.2815 -0.8319
53 H -2.2606 -1.3425 0.7518
54 H -3.1952 -0.5281 -2.2663
55 H -3.8764 -2.0640 -1.5017
56 H -3.9532 -0.5120 2.1592
57 H -5.6252 -0.8122 2.9474
58 H -5.5497 -3.3747 2.2624
59 H -3.8842 -3.0754 1.5211
60 H -4.1056 -2.9303 3.4357
61 H -6.2872 1.7616 0.8109
62 H -5.5244 2.8262 -0.6096
63 H -5.2804 4.5845 0.9035
64 H -5.9712 3.5716 2.2903
65 H -4.0784 3.5357 1.8888
66 H 0.6132 1.2853 -2.3765
67 H -0.3376 2.4809 -1.3461
68 H 2.5200 4.4055 -0.3461
69 H 3.7897 6.3465 -1.6199
70 H 3.7751 6.4871 -4.3530
71 H 2.2993 4.6251 -5.7118
72 H -0.3537 2.2888 -4.2805
73 H 1.1800 1.3773 -4.7726
74 H 0.5223 2.8692 -5.8115
75 H 5.8072 2.7352 -0.7317
76 H 2.5501 0.4150 -2.8271
77 H 4.1084 -0.9103 -1.7740
78 H 2.3761 -2.5517 -1.7498
79 H 2.9183 0.7383 1.9266
80 H 5.3662 -0.5810 -0.0398
81 H 4.6491 -2.2730 1.3326
82 O -1.9624 -4.7347 -1.3891
83 S -1.1724 -5.5641 -2.3287
84 O -1.1706 -4.9297 -3.6641
85 O -1.7726 -6.9096 -2.4225
86 O 0.2194 -5.6772 -1.8345

In elementary charge units, the Mulliken charges are: atom 1 (C): -0.538, atom 2 (C): -0.668, atom 3 (C): -0.154, atom 4 (C): 1.796, atom 5 (C): -1.423, atom 6 (Br): 0.156, atom 7 (C): -0.076, atom 8 (C): -0.978, atom 9 (Br): -0.140, atom 10 (O): 0.250, atom 11 (C): 0.217, atom 12 (Cl): -0.164, atom 13 (C): -1.152, atom 14 (C): 0.348, atom 15 (C): -0.757, atom 16 (P): 0.794, atom 17 (O): -0.751, atom 18 (O): -0.415, atom 19 (C): 0.058, atom 20 (C): -0.776, atom 21 (O): -0.190, atom 22 (C): -0.278, atom 23 (C): -0.849, atom 24 (C): 0.691, atom 25 (Cl): -0.017, atom 26 (C): -0.605, atom 27 (C): 0.648, atom 28 (C): -0.518, atom 29 (C): -0.616, atom 30 (C): -0.493, atom 31 (C): -0.656, atom 32 (C): 0.454, atom 33 (C): -1.000, atom 34 (N): 0.642, atom 35 (C): 0.257, atom 36 (C): -0.852, atom 37 (P): 0.101, atom 38 (N): -0.447, atom 39 (C): -1.819, atom 40 (P): 0.222, atom 41 (S): -0.356, atom 42 (H): 0.318, atom 43 (H): 0.465, atom 44 (H): 0.580, atom 45 (H): 0.373, atom 46 (H): 0.646, atom 47 (H): 0.151, atom 48 (H): 0.330, atom 49 (H): 0.178, atom 50 (H): 0.206, atom 51 (H): 0.322, atom 52 (H): -0.101, atom 53 (H): -0.134, atom 54 (H): 0.357, atom 55 (H): 0.462, atom 56 (H): 0.105, atom 57 (H): 0.299, atom 58 (H): 0.346, atom 59 (H): 0.139, atom 60 (H): 0.187, atom 61 (H): 0.298, atom 62 (H): 0.266, atom 63 (H): 0.294, atom 64 (H): 0.258, atom 65 (H): 0.127, atom 66 (H): -0.027, atom 67 (H): 0.426, atom 68 (H): 0.281, atom 69 (H): 0.316, atom 70 (H): 0.291, atom 71 (H): 0.232, atom 72 (H): 0.248, atom 73 (H): 0.212, atom 74 (H): 0.383, atom 75 (H): 0.352, atom 76 (H): 0.088, atom 77 (H): 0.238, atom 78 (H): 0.316, atom 79 (H): 0.713, atom 80 (H): 0.155, atom 81 (H): 0.170, atom 82 (O): -0.658, atom 83 (S): 1.098, atom 84 (O): -0.770, atom 85 (O): -0.748, atom 86 (O): -0.732